1.
This record from OMol25 describes the ion C6H8NOS with charge +1 in a non-equilibrium geometry. The level of theory is ωB97M-V with the def2-TZVPD basis set.

Structure (ORCA input):
```
! RIJCOSX wB97M-V def2-TZVPD def2/J DEFGRID3
* xyz 1 1
C 0.24 -1.64 -0.10
C -1.12 -1.51 -0.29
C 1.24 -0.69 0.03
C -1.91 -0.30 -0.14
C 1.26 0.61 -0.21
C -2.95 0.21 0.31
N 2.68 1.27 0.13
O -4.10 0.63 0.12
S 0.34 1.73 -0.98
H 0.54 -2.69 -0.17
H -1.73 -2.37 -0.27
H 2.17 -1.12 0.51
H -1.09 0.68 -0.27
H 3.24 1.50 -0.77
H 3.06 0.47 0.58
H 2.72 2.25 0.50
H -4.58 0.95 1.03
*
```

Molecular weight (g mol⁻¹): 142.20
HOMO energy (eV): -11.57
ΔE to the lowest compared entry with this formula, charge and spin (kcal/mol): 119.5
Maximum force (eV Å⁻¹): 4.35
E (eV): -20712.3490
Frontier orbital gap (eV): 7.50


2.
This record from OMol25 describes a cluster of 2 separate species, C4H12NS in total. The level of theory is ωB97M-V with the def2-TZVPD basis set.

Structure (ORCA input):
```
! RIJCOSX wB97M-V def2-TZVPD def2/J DEFGRID3
* xyz 1 1
C 0.90 -0.52 1.87
C 0.83 -1.73 2.36
N 1.58 -0.22 0.59
H 0.55 0.39 2.34
H 0.38 -1.88 3.33
H 1.21 -2.60 1.85
H 2.39 0.37 0.79
H 1.91 -1.02 0.06
H 0.91 0.35 0.00
C -0.71 1.90 -2.09
S -1.02 1.31 -0.41
C -1.64 -0.34 -0.78
H -1.59 2.42 -2.47
H -0.50 1.07 -2.76
H 0.14 2.57 -2.10
H -1.91 -0.84 0.15
H -2.53 -0.28 -1.41
H -0.89 -0.93 -1.31
*
```

Molecular weight (g mol⁻¹): 106.21
HOMO energy (eV): -12.86
ΔE to the lowest compared entry with this formula, charge and spin (kcal/mol): 22.9
Maximum force (eV Å⁻¹): 0.48
E (eV): -16660.6648
Frontier orbital gap (eV): 9.55


3.
This record from OMol25 describes the molecule C5H10O2. The level of theory is ωB97M-V with the def2-TZVPD basis set.

Structure (ORCA input):
```
! RIJCOSX wB97M-V def2-TZVPD def2/J DEFGRID3
* xyz 0 1
C -2.22 -1.68 0.05
C -1.34 -0.91 -0.84
C 1.16 0.07 -0.34
C 2.31 0.68 0.43
O 2.21 2.08 0.46
C -1.21 0.53 -0.42
O -0.02 0.47 0.36
H -2.62 -2.58 -0.43
H -1.48 -2.06 0.79
H -3.00 -1.14 0.62
H 1.13 0.46 -1.37
H 1.24 -1.02 -0.39
H 3.26 0.42 -0.06
H 2.33 0.25 1.44
H 1.30 2.26 0.73
H -1.98 0.93 0.25
H -1.09 1.21 -1.28
*
```

Molecular weight (g mol⁻¹): 102.13
HOMO energy (eV): -8.51
ΔE to the lowest compared entry with this formula, charge and spin (kcal/mol): 127.3
Maximum force (eV Å⁻¹): 0.39
E (eV): -9437.5211
Frontier orbital gap (eV): 8.29


4.
This record from OMol25 describes the molecule C4H9N in a non-equilibrium geometry. The level of theory is ωB97M-V with the def2-TZVPD basis set.

Structure (ORCA input):
```
! RIJCOSX wB97M-V def2-TZVPD def2/J DEFGRID3
* xyz 0 1
C 1.26 0.70 0.33
C 0.04 0.04 -0.33
C -0.38 0.54 -1.59
C -0.64 -1.00 0.38
N -0.89 -1.17 1.78
H 1.93 1.12 -0.48
H 2.05 -0.10 0.69
H 1.13 1.36 1.14
H 0.45 0.40 -2.32
H -0.62 1.81 -1.60
H -1.22 0.05 -2.00
H -0.88 -1.75 -0.31
H -0.33 -0.39 2.26
H -1.89 -1.62 2.05
*
```

Molecular weight (g mol⁻¹): 71.12
HOMO energy (eV): -7.04
ΔE to the lowest compared entry with this formula, charge and spin (kcal/mol): 69.0
Maximum force (eV Å⁻¹): 6.34
E (eV): -5780.8183
Frontier orbital gap (eV): 7.99
SMILES: CC(C)=CN


5.
This record from OMol25 describes a cluster of 5 separate species, C4H14O6 in total in a non-equilibrium geometry. The level of theory is ωB97M-V with the def2-TZVPD basis set.

Structure (ORCA input):
```
! RIJCOSX wB97M-V def2-TZVPD def2/J DEFGRID3
* xyz 0 1
O 2.48 0.60 -0.04
C 1.59 -0.16 -0.37
C 0.15 0.25 -0.27
C -0.37 0.67 -1.63
C -1.57 1.56 -1.52
O -1.85 2.15 -0.50
H 1.86 -1.17 -0.76
H -0.43 -0.63 0.10
H 0.03 1.04 0.47
H -0.60 -0.19 -2.28
H 0.41 1.20 -2.23
H -2.21 1.64 -2.40
O 1.56 3.24 -0.21
H 0.61 3.10 -0.16
H 2.00 2.39 -0.06
O -1.43 -1.95 1.98
H -0.53 -1.63 2.15
H -2.03 -1.23 2.22
O 1.46 -0.89 2.05
H 1.85 -0.04 2.25
H 2.17 -1.51 2.25
O -1.69 -2.56 -0.65
H -1.80 -3.51 -0.71
H -1.65 -2.38 0.32
*
```

Molecular weight (g mol⁻¹): 158.15
HOMO energy (eV): -10.12
ΔE to the lowest compared entry with this formula, charge and spin (kcal/mol): 0.0
Maximum force (eV Å⁻¹): 1.23
E (eV): -16659.6172
Frontier orbital gap (eV): 10.42
SMILES: O=CCCC=O.O.O.O.O


6.
This record from OMol25 describes a cluster of 4 separate species, C21H17ClF7N3O4 in total. The level of theory is ωB97M-V with the def2-TZVPD basis set.

Structure (ORCA input):
```
! RIJCOSX wB97M-V def2-TZVPD def2/J DEFGRID3
* xyz 0 1
O 3.49 0.63 3.86
C 2.57 1.28 3.53
Cl 1.62 2.19 4.71
C 2.08 1.43 2.11
O 1.04 0.50 1.85
C -0.21 1.00 1.86
O -0.71 1.64 1.00
O -0.82 0.56 2.98
C -2.18 0.84 3.18
F -2.91 0.41 2.14
F -2.50 0.12 4.26
C -2.48 2.37 3.47
F -1.33 3.08 3.37
F -2.94 2.47 4.74
C -3.56 3.02 2.56
F -3.62 4.32 2.86
F -3.28 2.91 1.26
F -4.74 2.45 2.80
H 1.77 2.45 1.91
H 2.91 1.18 1.46
C -2.17 -2.99 -0.40
C -1.65 -2.32 0.70
C -0.51 -2.82 1.30
N 0.14 -3.90 0.87
C -0.37 -4.53 -0.18
C -1.51 -4.12 -0.85
H -3.06 -2.63 -0.89
H -2.13 -1.43 1.08
H -0.07 -2.32 2.16
H 0.18 -5.41 -0.51
H -1.88 -4.68 -1.70
C 3.29 -2.42 -3.02
C 4.54 -3.03 -3.10
C 4.89 -3.95 -2.12
N 4.10 -4.28 -1.10
C 2.91 -3.68 -1.03
C 2.46 -2.75 -1.96
H 2.98 -1.70 -3.76
H 5.22 -2.80 -3.91
H 5.85 -4.45 -2.15
H 2.29 -3.96 -0.19
H 1.49 -2.30 -1.85
C -1.33 4.44 -2.55
C -1.02 3.35 -1.75
C -0.66 2.16 -2.37
N -0.59 2.01 -3.69
C -0.89 3.07 -4.44
C -1.27 4.30 -3.93
H -1.62 5.38 -2.10
H -1.06 3.41 -0.68
H -0.40 1.29 -1.78
H -0.83 2.92 -5.52
H -1.50 5.12 -4.59
*
```

Molecular weight (g mol⁻¹): 543.82
HOMO energy (eV): -9.49
Maximum force (eV Å⁻¹): 0.58
E (eV): -66257.4231
Frontier orbital gap (eV): 9.46
SMILES: O=C(Cl)COC(=O)OC(F)(F)C(F)(F)C(F)(F)F.c1ccncc1.c1ccncc1.c1ccncc1


7.
This record from OMol25 describes a structure of composition C29H42N3O4SSeTi. The level of theory is ωB97M-V with the def2-TZVPD basis set.

Structure (ORCA input):
```
! RIJCOSX wB97M-V def2-TZVPD def2/J DEFGRID3
* xyz 3 1
Ti 0.54 -0.72 0.58
C -1.97 -1.83 -3.34
O -0.78 -1.69 -2.57
C 0.09 -2.78 -2.73
C 1.46 -2.40 -2.26
O 1.48 -2.11 -0.83
C 2.78 -2.38 -0.25
C 3.66 -1.19 -0.48
O 2.85 -0.06 -0.14
C 3.61 1.16 -0.26
H -2.51 -2.73 -3.05
H -2.60 -0.96 -3.14
H -1.74 -1.87 -4.41
H -0.28 -3.67 -2.19
H 0.19 -3.06 -3.78
H 2.12 -3.25 -2.43
H 1.84 -1.54 -2.81
H 2.61 -2.56 0.82
H 3.20 -3.29 -0.68
H 4.55 -1.24 0.15
H 3.98 -1.11 -1.52
H 4.39 1.19 0.50
H 4.06 1.21 -1.25
H 2.93 1.99 -0.13
C -0.37 0.54 2.29
C -0.61 -0.77 2.75
C 0.64 -1.42 2.94
C 1.65 -0.50 2.61
C 1.03 0.73 2.23
C 1.68 2.07 2.16
C 3.10 -0.69 2.90
C 0.85 -2.71 3.66
C -1.93 -1.32 3.19
C -1.39 1.62 2.09
H 1.27 2.69 1.36
H 2.76 2.01 2.05
H 1.48 2.59 3.10
H 3.73 0.06 2.43
H 3.47 -1.68 2.62
H 3.25 -0.61 3.98
H 1.74 -3.24 3.31
H -0.01 -3.37 3.59
H 1.01 -2.48 4.72
H -2.76 -0.70 2.88
H -1.93 -1.34 4.29
H -2.10 -2.35 2.86
H -1.06 2.35 1.35
H -1.53 2.15 3.04
H -2.36 1.23 1.79
C -2.66 6.75 -1.72
C -2.10 5.36 -1.71
C -2.78 4.30 -2.29
C -2.24 3.02 -2.30
C -0.99 2.81 -1.73
C -0.28 3.86 -1.13
C -0.84 5.11 -1.11
S -0.35 1.23 -1.96
C 1.22 1.55 -2.71
O 0.07 0.71 -0.51
H -3.67 6.77 -2.12
H -2.04 7.39 -2.35
H -2.66 7.18 -0.72
H -3.75 4.47 -2.74
H -2.78 2.20 -2.76
H 0.69 3.70 -0.66
H -0.31 5.93 -0.64
H 1.00 1.90 -3.72
H 1.80 0.63 -2.73
H 1.74 2.33 -2.14
Se -0.22 -5.49 1.05
N -1.91 -5.37 0.64
C -2.18 -4.09 0.43
C -3.45 -3.56 0.10
C -3.54 -2.21 -0.07
C -2.39 -1.40 0.09
N -1.19 -1.84 0.39
C -1.06 -3.21 0.59
N 0.09 -3.74 0.92
H -4.31 -4.21 -0.01
H -4.48 -1.73 -0.31
H -2.48 -0.33 -0.06
*
```

Molecular weight (g mol⁻¹): 655.57
HOMO energy (eV): -17.04
ΔE to the lowest compared entry with this formula, charge and spin (kcal/mol): 5.4
Maximum force (eV Å⁻¹): 0.96
E (eV): -142687.1627
Frontier orbital gap (eV): 7.39


8.
This record from OMol25 describes the ion C3H8NOS with charge +1 in a non-equilibrium geometry. The level of theory is ωB97M-V with the def2-TZVPD basis set.

Structure (ORCA input):
```
! RIJCOSX wB97M-V def2-TZVPD def2/J DEFGRID3
* xyz 1 1
C -1.22 0.39 -0.10
C 0.05 0.01 0.46
C 1.12 -0.78 -0.35
N 0.67 -2.11 -0.71
O -0.21 1.43 0.08
S -0.36 2.52 1.39
H -1.38 0.08 -1.07
H -2.07 0.59 0.47
H 0.37 0.02 1.48
H 1.46 -0.17 -1.25
H 2.14 -0.73 0.29
H 0.49 -2.73 0.04
H -0.14 -1.94 -1.24
H -0.91 3.42 0.53
*
```

Molecular weight (g mol⁻¹): 106.17
HOMO energy (eV): -14.07
ΔE to the lowest compared entry with this formula, charge and spin (kcal/mol): 90.5
Maximum force (eV Å⁻¹): 3.21
E (eV): -17602.5070
Frontier orbital gap (eV): 8.85


9.
This record from OMol25 describes a structure of composition C40H50ClGeO5PRhS2SiTe. The level of theory is ωB97M-V with the def2-TZVPD basis set.

Structure (ORCA input):
```
! RIJCOSX wB97M-V def2-TZVPD def2/J DEFGRID3
* xyz 1 5
Rh 0.34 -0.20 0.20
C 3.55 -1.86 -1.40
Te 2.82 -0.93 0.38
C 4.62 0.18 0.27
C 5.57 -0.73 -0.46
C 6.94 -0.58 -0.33
C 7.80 -1.42 -1.02
C 7.29 -2.42 -1.84
C 5.91 -2.57 -1.97
C 5.05 -1.73 -1.28
H 3.15 -1.29 -2.24
H 3.21 -2.89 -1.47
H 4.91 0.43 1.29
H 4.41 1.10 -0.28
H 7.34 0.19 0.32
H 8.87 -1.30 -0.92
H 7.95 -3.08 -2.37
H 5.51 -3.36 -2.60
C -2.85 1.09 5.48
C -2.31 2.11 4.51
C -3.13 3.05 3.91
C -2.61 3.98 3.03
Cl -3.67 5.13 2.26
C -1.26 4.01 2.76
C -0.42 3.07 3.34
C -0.95 2.11 4.19
O -0.21 1.12 4.77
C 1.12 0.99 4.36
C 1.30 0.61 2.89
O 2.43 0.72 2.41
O 0.26 0.19 2.27
H -3.93 1.18 5.58
H -2.40 1.23 6.47
H -2.59 0.08 5.17
H -4.19 3.06 4.13
H -0.85 4.77 2.10
H 0.64 3.10 3.12
H 1.55 0.19 4.96
H 1.71 1.89 4.54
Ge 0.87 2.25 -0.50
C 2.62 2.42 -1.30
C 3.00 1.67 -2.42
C 4.26 1.83 -2.98
C 5.15 2.75 -2.43
C 4.78 3.51 -1.33
C 3.52 3.34 -0.76
C -0.51 3.05 -1.60
C -1.47 3.84 -0.98
C -2.48 4.45 -1.72
C -2.53 4.26 -3.09
C -1.58 3.47 -3.72
C -0.58 2.87 -2.98
H 0.83 2.91 0.89
H 2.32 0.94 -2.85
H 4.55 1.24 -3.83
H 6.13 2.88 -2.87
H 5.47 4.23 -0.91
H 3.25 3.92 0.11
H -1.45 3.98 0.10
H -3.22 5.06 -1.22
H -3.31 4.74 -3.67
H -1.62 3.33 -4.80
H 0.16 2.26 -3.49
C -1.50 -5.68 0.64
Si -0.02 -5.23 -0.40
C 1.58 -5.79 0.38
C -0.17 -5.83 -2.16
C 0.06 -3.36 -0.42
C 0.11 -2.15 -0.21
H -1.62 -6.77 0.68
H -2.41 -5.25 0.23
H -1.37 -5.31 1.66
H 1.57 -6.88 0.51
H 1.72 -5.33 1.36
H 2.44 -5.54 -0.25
H -0.23 -6.92 -2.17
H 0.70 -5.53 -2.75
H -1.07 -5.44 -2.64
C -4.94 1.26 -1.72
C -4.68 -0.10 -2.33
C -3.80 -0.06 -3.56
O -4.15 -1.00 -1.29
P -2.70 -1.36 -0.83
S -1.87 -2.64 -2.15
S -1.69 0.42 -0.69
O -2.85 -2.12 0.52
C -3.67 -1.77 1.70
C -3.65 -0.30 2.01
C -5.06 -2.34 1.50
H -5.47 1.88 -2.45
H -4.01 1.76 -1.46
H -5.56 1.17 -0.83
H -5.62 -0.58 -2.58
H -2.83 0.41 -3.35
H -4.30 0.54 -4.32
H -3.63 -1.05 -3.97
H -3.16 -2.32 2.49
H -4.12 0.29 1.21
H -2.64 0.07 2.17
H -4.22 -0.13 2.92
H -5.60 -1.79 0.73
H -5.61 -2.27 2.43
H -5.01 -3.39 1.21
*
```

Molecular weight (g mol⁻¹): 1072.60
HOMO energy (spin up / spin down) (eV): -10.38 / -10.39
Maximum force (eV Å⁻¹): 0.52
E (eV): -170699.6331
Frontier orbital gap (spin up / spin down) (eV): 7.17 / 4.91


10.
This record from OMol25 describes a cluster of 2 separate species, CH4N2O2 in total in a non-equilibrium geometry. The level of theory is ωB97M-V with the def2-TZVPD basis set.

Structure (ORCA input):
```
! RIJCOSX wB97M-V def2-TZVPD def2/J DEFGRID3
* xyz -2 1
C -0.96 -0.77 -0.93
N 1.15 0.42 1.76
N -1.28 0.44 -0.99
O 1.95 1.16 0.72
O -2.55 0.62 -1.29
H -1.59 -1.61 -1.05
H 1.32 1.00 -0.04
H -0.03 -1.04 -0.40
H 2.00 -0.22 2.23
*
```

Molecular weight (g mol⁻¹): 76.05
HOMO energy (eV): 2.52
ΔE to the lowest compared entry with this formula, charge and spin (kcal/mol): 20.0
Maximum force (eV Å⁻¹): 4.26
E (eV): -8168.7499
Frontier orbital gap (eV): 5.34


11.
This record from OMol25 describes a structure of composition C10H30O5 in a non-equilibrium geometry. The level of theory is ωB97M-V with the def2-TZVPD basis set.

Structure (ORCA input):
```
! RIJCOSX wB97M-V def2-TZVPD def2/J DEFGRID3
* xyz 0 1
C 3.09 -16.13 -23.96
C 2.21 -17.33 -24.45
O 0.98 -17.30 -23.70
H 2.69 -15.15 -24.22
H 4.06 -16.37 -24.41
H 3.35 -16.11 -22.91
H 2.70 -18.25 -24.13
H 2.14 -17.33 -25.53
H 0.85 -18.23 -23.51
C 6.44 -16.71 -26.01
C 5.63 -18.00 -25.94
O 4.99 -18.16 -24.73
H 5.77 -15.88 -25.78
H 6.79 -16.44 -27.01
H 7.30 -16.59 -25.35
H 6.23 -18.89 -26.14
H 4.88 -18.01 -26.73
H 4.36 -18.88 -24.82
C 7.54 -15.85 -28.81
C 8.86 -15.38 -28.19
O 8.92 -15.80 -26.81
H 7.65 -16.93 -28.77
H 7.34 -15.51 -29.82
H 6.75 -15.51 -28.14
H 9.05 -14.31 -28.30
H 9.67 -15.83 -28.76
H 9.29 -16.69 -26.78
C 6.89 -14.55 -22.58
C 6.86 -15.72 -23.69
O 5.54 -16.17 -23.75
H 7.97 -14.47 -22.44
H 6.54 -14.95 -21.62
H 6.45 -13.59 -22.83
H 7.54 -16.52 -23.39
H 7.01 -15.36 -24.71
H 5.49 -16.85 -24.42
C 5.18 -21.11 -25.39
C 4.25 -20.64 -24.32
O 3.62 -19.41 -24.56
H 5.90 -20.31 -25.55
H 4.69 -21.21 -26.37
H 5.76 -21.99 -25.12
H 4.93 -20.60 -23.47
H 3.49 -21.35 -24.01
H 2.84 -19.36 -23.99
*
```

Molecular weight (g mol⁻¹): 230.35
HOMO energy (eV): -8.62
ΔE to the lowest compared entry with this formula, charge and spin (kcal/mol): 247.8
Maximum force (eV Å⁻¹): 17.18
E (eV): -21082.4466
Frontier orbital gap (eV): 8.81


12.
This record from OMol25 describes the ion C5H11ClN4O with charge +2 in a non-equilibrium geometry. The level of theory is ωB97M-V with the def2-TZVPD basis set.

Structure (ORCA input):
```
! RIJCOSX wB97M-V def2-TZVPD def2/J DEFGRID3
* xyz 2 1
C 0.36 -1.14 -2.53
O 0.32 -1.53 -1.13
C 0.24 -0.90 -0.03
C 0.30 -1.83 1.26
N -1.00 -0.01 0.08
C -1.06 1.15 0.75
N -2.18 1.77 0.92
N 0.14 1.73 1.04
C 1.36 1.34 0.55
Cl 2.68 2.37 0.74
N 1.46 0.15 0.06
H -0.58 -0.77 -3.07
H 0.40 -2.07 -3.14
H 1.18 -0.41 -2.87
H -0.11 -1.23 2.07
H 1.40 -2.00 1.32
H -0.26 -2.79 1.04
H -1.88 -0.58 0.02
H -2.22 2.88 0.96
H -3.09 1.35 0.98
H 0.20 2.82 1.21
H 2.35 -0.28 -0.24
*
```

Molecular weight (g mol⁻¹): 178.62
HOMO energy (eV): -18.86
ΔE to the lowest compared entry with this formula, charge and spin (kcal/mol): 7.3
Maximum force (eV Å⁻¹): 4.83
E (eV): -25875.6688
Frontier orbital gap (eV): 10.23
SMILES: CO[C@]1(C)NC(=[NH2+])NC(Cl)=[NH+]1


13.
This record from OMol25 describes a cluster of 2 separate species, C4H12NO2 in total in a non-equilibrium geometry. The level of theory is ωB97M-V with the def2-TZVPD basis set.

Structure (ORCA input):
```
! RIJCOSX wB97M-V def2-TZVPD def2/J DEFGRID3
* xyz -1 1
C 1.03 0.19 -0.15
N -0.09 1.02 -0.54
C -1.03 1.42 0.63
O -2.04 0.64 0.49
C 1.31 -0.96 -1.10
C 2.07 -2.16 -0.49
H 0.88 -0.22 0.87
H 1.87 0.93 -0.40
H -0.63 0.32 -1.12
H -1.31 2.56 0.30
H -0.56 1.30 1.59
H 0.47 -1.39 -1.63
H 2.00 -0.48 -1.90
H 1.56 -3.17 -0.60
H 2.36 -2.09 0.53
H 3.01 -2.31 -1.18
H -3.30 2.14 1.51
H -3.55 0.68 1.50
O -4.07 1.58 1.70
*
```

Molecular weight (g mol⁻¹): 106.14
HOMO energy (eV): -2.96
ΔE to the lowest compared entry with this formula, charge and spin (kcal/mol): 53.9
Maximum force (eV Å⁻¹): 4.19
E (eV): -9925.8876
Frontier orbital gap (eV): 6.69